ORCA calculation (ωB97M-V/def2-TZVPD) on a 2-piece molecular cluster, C6H15IOSi overall in a non-equilibrium geometry.

Structure (ORCA input):
```
! wB97M-V def2-TZVPD RIJCOSX def2/J DEFGRID3
* xyz 0 1
C 1.0340 1.0681 -1.8968
C 0.6910 2.2763 1.4176
C -0.0065 -3.2095 0.8484
C 1.1229 -0.2883 -1.3245
C 0.3698 0.7920 1.8003
C -2.7141 0.2436 -1.1676
O 0.5188 -1.8907 1.1077
Si 0.2652 -0.4334 0.3527
I -4.1749 -0.7591 0.0570
H 1.3556 1.7972 -1.2397
H 1.7013 1.2950 -2.7012
H -0.0076 1.1278 -2.1691
H -0.2734 2.8078 1.0890
H 1.1803 2.7156 2.3229
H 1.2919 2.2239 0.5031
H -0.2143 -3.6978 1.7817
H 0.7750 -3.7737 0.3831
H -0.8664 -3.1624 0.1278
H 2.1156 -0.4776 -1.1222
H 0.7262 -1.0961 -1.9496
H -0.4886 0.7783 2.5116
H 1.1661 0.3796 2.4599
H -2.8899 1.2778 -1.0203
H -2.6780 0.0057 -2.1717
*
```

The value obtained for the HOMO energy (alpha / beta) is -0.240 / -0.274 Eh. The calculation puts the gap between HOMO and LUMO (alpha / beta) at 0.23035 / 0.27529 Eh. For the relative energy (zero: lowest compared OMol25 entry of this formula, charge and spin), the calculation gives 565.1 kJ/mol. The value obtained for the strongest force on any atom is 3.2 eV Å⁻¹.


ORCA calculation (ωB97M-V/def2-TZVPD) on one molecule with the formula C4H9NO.

Structure (ORCA input):
```
! wB97M-V def2-TZVPD RIJCOSX def2/J DEFGRID3
* xyz 0 1
C -1.0976 0.0432 1.0089
C -0.1575 -0.3804 -0.1325
C -0.8451 -0.3474 -1.4940
N 1.0323 0.4669 -0.1600
C 2.0421 0.2995 0.7362
O 2.1450 -0.6376 1.5016
H -2.1483 -0.1560 0.7796
H -1.0031 1.1191 1.1903
H -0.8459 -0.4712 1.9383
H 0.2197 -1.3916 0.0506
H -0.1583 -0.6517 -2.2905
H -1.2249 0.6573 -1.7223
H -1.7014 -1.0303 -1.4957
H 0.9439 1.3748 -0.5963
H 2.7991 1.1054 0.6860
*
```

The value obtained for the HOMO energy is -0.358 Eh. The calculation puts the gap between HOMO and LUMO at 0.39156 Eh. The structure (SMILES) is CC(C)NC=O. For the relative energy (zero: lowest compared OMol25 entry of this formula, charge and spin), the calculation gives 42.0 kJ/mol. The value obtained for the strongest force on any atom is 0.3 eV Å⁻¹.


ORCA calculation (ωB97M-V/def2-TZVPD) on a 3-piece molecular cluster, C5H10N2 overall in a non-equilibrium geometry.

Structure (ORCA input):
```
! wB97M-V def2-TZVPD RIJCOSX def2/J DEFGRID3
* xyz 0 1
C 0.3380 0.4313 -0.3783
C -0.6920 0.9891 -1.2989
C 0.3738 -1.0129 0.0064
C 0.9555 1.3574 0.6578
N 0.6566 0.6933 -1.7878
C -0.4614 -1.6350 0.9002
N -0.4242 -2.5926 1.7002
H 1.2060 1.5412 -1.8955
H -0.9227 -2.6330 2.5770
H -1.4604 0.3537 -1.7235
H -0.9821 2.0253 -1.1554
H -1.3570 -1.4675 -0.4457
H 1.3159 -1.5018 -0.2261
H -1.8892 -1.3310 0.3002
H 0.9480 2.3959 0.3183
H 1.9935 1.0805 0.8550
H 0.4017 1.3062 1.5962
*
```

The value obtained for the HOMO energy is -0.297 Eh. The calculation puts the gap between HOMO and LUMO at 0.30734 Eh. For the relative energy (zero: lowest compared OMol25 entry of this formula, charge and spin), the calculation gives 587.7 kJ/mol. The value obtained for the strongest force on any atom is 3.0 eV Å⁻¹.


ORCA calculation (ωB97M-V/def2-TZVPD) on one molecule with the formula C4H7NOS in a non-equilibrium geometry.

Structure (ORCA input):
```
! wB97M-V def2-TZVPD RIJCOSX def2/J DEFGRID3
* xyz 0 1
O 0.1902 2.3288 -0.4414
C -0.4180 1.2956 -0.4431
C -1.0516 0.3363 -1.4543
N -1.5781 -0.4249 -0.2799
C -0.7622 0.3779 0.7220
C 0.3846 -0.4372 1.3406
S 1.3770 -1.4146 0.1579
H -0.2582 -0.1055 -2.1003
H -1.8379 0.7851 -2.1148
H -1.2480 -1.4164 -0.2694
H -1.3699 0.8107 1.4881
H 0.9806 0.2462 1.9136
H -0.0527 -1.2166 2.0118
H 2.3634 -1.5610 1.0422
*
```

The value obtained for the HOMO energy is -0.346 Eh. The calculation puts the gap between HOMO and LUMO at 0.37032 Eh. The structure (SMILES) is O=C1CN[C@H]1CS. For the relative energy (zero: lowest compared OMol25 entry of this formula, charge and spin), the calculation gives 162.9 kJ/mol. The value obtained for the strongest force on any atom is 2.3 eV Å⁻¹.


ORCA calculation (ωB97M-V/def2-TZVPD) on a 2-piece molecular cluster, CH5FN2 overall in a non-equilibrium geometry.

Structure (ORCA input):
```
! wB97M-V def2-TZVPD RIJCOSX def2/J DEFGRID3
* xyz 0 1
C 0.6273 0.1001 -0.5841
N -0.7844 -0.2405 1.1486
N 0.3090 -0.7086 0.5580
F -0.0338 -2.2384 -0.2706
H -0.2715 0.6807 -0.9408
H 1.4147 0.7780 -0.3238
H 0.8742 -0.6492 -1.3673
H -1.2304 0.5157 0.5904
H -0.9601 -0.3334 2.0864
*
```

The value obtained for the HOMO energy is -0.364 Eh. The calculation puts the gap between HOMO and LUMO at 0.38652 Eh. For the relative energy (zero: lowest compared OMol25 entry of this formula, charge and spin), the calculation gives 284.1 kJ/mol. The value obtained for the strongest force on any atom is 5.0 eV Å⁻¹.


ORCA calculation (ωB97M-V/def2-TZVPD) on a 2-piece molecular cluster, C2H5NS overall in a non-equilibrium geometry.

Structure (ORCA input):
```
! wB97M-V def2-TZVPD RIJCOSX def2/J DEFGRID3
* xyz 0 1
C 2.2358 0.3327 -0.0759
C -1.8837 -0.3482 0.1334
N 1.9473 -0.6242 -0.7431
S -0.9653 0.3637 -1.2546
H 3.1756 0.8300 0.0828
H 1.5714 0.9997 0.4708
H -2.7396 -0.9185 -0.2682
H -2.2805 0.2450 1.0745
H -1.0609 -0.8802 0.5803
*
```

The value obtained for the HOMO energy (alpha / beta) is -0.299 / -0.298 Eh. The calculation puts the gap between HOMO and LUMO (alpha / beta) at 0.19319 / 0.19130 Eh. For the relative energy (zero: lowest compared OMol25 entry of this formula, charge and spin), the calculation gives 533.1 kJ/mol. The value obtained for the strongest force on any atom is 2.9 eV Å⁻¹.


ORCA calculation (ωB97M-V/def2-TZVPD) on C22H31NO4 as an isolated structure in a non-equilibrium geometry.

Structure (ORCA input):
```
! wB97M-V def2-TZVPD RIJCOSX def2/J DEFGRID3
* xyz 0 1
C 4.5994 -4.1993 0.1025
C 3.4068 -3.4733 -0.6994
H 2.7905 -4.2827 -1.2815
H 3.8762 -2.8347 -1.4794
C 2.7172 -2.6342 0.2307
C 1.4477 -2.3452 -0.4841
C 1.3797 -1.2138 -1.0600
C 0.1088 -0.6319 -1.9627
N -0.8021 -1.5614 -2.0669
C -2.1895 -1.3135 -2.4181
H -2.3884 -0.5983 -3.2389
H -2.4043 -2.2878 -3.2018
C -3.0186 -1.1043 -1.1882
C -2.8783 -0.1019 -0.4498
C -3.2805 1.2586 -0.7268
C -2.9090 2.1785 0.1402
C -1.8623 2.2412 1.1519
C -1.3173 0.8666 1.3284
C -1.9066 -0.1037 0.4575
H -1.4418 -1.2662 0.7863
O -0.2713 0.9351 2.1041
C 0.2823 -0.5221 2.4324
C 1.3737 -0.0943 3.3457
H 1.9281 -1.1059 3.6937
H 2.1592 0.7807 2.6619
H 1.0032 0.4790 4.3036
H -0.2679 -0.9650 3.0037
H 0.6172 -0.7371 1.3650
O -1.3432 3.1089 1.7837
C -1.9906 4.4945 1.7231
C -3.3105 4.5981 2.3283
H -2.9815 4.3881 3.4027
H -3.6910 5.6093 2.3966
H -3.9111 3.9664 2.1090
H -2.0602 4.8058 0.6415
H -1.3736 5.1007 1.9661
H -3.3312 3.3736 -0.2709
H -4.2518 1.1151 -1.2392
H -3.1059 -2.2065 -0.6890
H -4.2156 -1.3452 -1.6928
C -0.1760 0.7115 -2.1727
C 0.8063 1.4065 -1.5772
C 2.3534 1.1090 -1.8270
C 2.5839 -0.2078 -1.1696
O 3.6534 -0.5787 -1.0100
H 2.4370 1.2670 -2.8500
H 3.0020 1.9117 -1.2720
H 0.6052 1.8323 -0.4187
H 0.7140 2.7413 -2.1759
H 0.1271 0.5959 -3.4754
H -1.1531 1.0916 -2.2529
O 0.3476 -3.1020 -0.5881
H -0.4945 -2.5517 -1.1914
H 2.1543 -3.4745 1.1063
H 3.0318 -1.9594 0.8000
H 5.1515 -4.8670 -0.5579
H 5.3283 -3.3429 0.5057
H 4.3422 -4.9549 0.8177
*
```

The value obtained for the HOMO energy is -0.271 Eh. The calculation puts the gap between HOMO and LUMO at 0.28713 Eh. For the relative energy (zero: lowest compared OMol25 entry of this formula, charge and spin), the calculation gives 2061.0 kJ/mol. The value obtained for the strongest force on any atom is 18.8 eV Å⁻¹.


ORCA calculation (ωB97M-V/def2-TZVPD) on a 3-piece molecular cluster, C2H9NOS2 overall in a non-equilibrium geometry.

Structure (ORCA input):
```
! wB97M-V def2-TZVPD RIJCOSX def2/J DEFGRID3
* xyz 0 1
N -1.1014 -0.9667 1.1921
C 0.2831 -1.4294 0.7945
C 0.3227 -2.5261 -0.2810
S 1.3035 -3.9504 -0.0302
S -1.0148 1.9552 0.3851
H -1.1604 -0.8857 2.1301
H -1.3393 -0.0404 0.7837
H 0.9310 -0.5257 0.5942
H 0.8437 -1.8078 1.7126
H -0.6912 -2.9582 -0.2671
H 0.5247 -1.9878 -1.2033
H 0.4260 -4.8848 -0.3067
H -0.3495 7.0225 -1.4859
H 0.5353 6.0470 -2.1556
O 0.4864 6.9384 -1.8626
*
```

The value obtained for the HOMO energy is -0.344 Eh. The calculation puts the gap between HOMO and LUMO at 0.20401 Eh. For the relative energy (zero: lowest compared OMol25 entry of this formula, charge and spin), the calculation gives 476.3 kJ/mol. The value obtained for the strongest force on any atom is 4.5 eV Å⁻¹.


ORCA calculation (ωB97M-V/def2-TZVPD) on a 2-piece molecular cluster, C3H7NO4 overall in a non-equilibrium geometry.

Structure (ORCA input):
```
! wB97M-V def2-TZVPD RIJCOSX def2/J DEFGRID3
* xyz 0 1
C -1.5853 -1.4239 -0.6225
C -0.1629 -0.0606 1.1110
N 0.9809 -0.3903 1.7370
O -0.2518 -1.0494 -0.2423
O -1.1636 0.4545 1.4847
H 1.1584 0.1504 2.5734
H 1.7896 -0.5249 1.1407
H -1.6144 -1.5070 -1.7093
H -2.3403 -0.6964 -0.3179
H -1.8174 -2.3899 -0.1766
C 1.0008 1.1904 -0.7543
O 0.4359 2.2685 -1.3569
O 2.1943 1.1727 -0.5163
H 1.1502 2.9173 -1.5171
H 0.2257 -0.1115 -0.8334
*
```

The value obtained for the HOMO energy is -0.314 Eh. The calculation puts the gap between HOMO and LUMO at 0.33916 Eh. For the relative energy (zero: lowest compared OMol25 entry of this formula, charge and spin), the calculation gives 355.1 kJ/mol. The value obtained for the strongest force on any atom is 2.5 eV Å⁻¹.


ORCA calculation (ωB97M-V/def2-TZVPD) on one molecule with the formula C2H4N4.

Structure (ORCA input):
```
! wB97M-V def2-TZVPD RIJCOSX def2/J DEFGRID3
* xyz 0 1
N -1.8110 0.1863 -0.0074
C -0.4456 0.0016 -0.1277
C 0.6259 0.8575 0.2352
N 1.7561 0.1816 0.1167
N 1.3760 -0.9924 -0.3664
N 0.0560 -1.1613 -0.4980
H -2.3394 -0.5215 -0.4990
H -2.1470 1.1204 -0.1802
H 0.6132 1.8772 0.5940
H 1.9238 -1.8122 -0.1611
*
```

The value obtained for the HOMO energy is -0.322 Eh. The calculation puts the gap between HOMO and LUMO at 0.36281 Eh. The structure (SMILES) is Nc1cn[nH]n1. For the relative energy (zero: lowest compared OMol25 entry of this formula, charge and spin), the calculation gives 83.4 kJ/mol. The value obtained for the strongest force on any atom is 0.4 eV Å⁻¹.


ORCA calculation (ωB97M-V/def2-TZVPD) on a 2-piece molecular cluster, C3H11N2O2 overall in a non-equilibrium geometry.

Structure (ORCA input):
```
! wB97M-V def2-TZVPD RIJCOSX def2/J DEFGRID3
* xyz 1 1
C 0.0815 -0.2899 -1.1705
C -0.0937 -0.5824 0.3111
C -1.3178 -1.4786 0.4340
N -1.7911 -1.7157 1.6921
O -1.8837 -1.8994 -0.5557
N 1.1559 0.7360 -1.4084
H -0.8270 0.0480 -1.6522
H 0.3380 -1.1905 -1.7339
H 0.7652 -1.1731 0.6214
H -0.2849 0.3290 0.8545
H -1.1619 -1.7579 2.4750
H -2.5993 -2.3197 1.6982
H 2.0422 0.4077 -1.0228
H 0.9733 1.6576 -0.9583
H 1.2531 0.8334 -2.4172
H 1.6432 2.4455 1.4254
H 0.5856 3.3709 0.7832
O 1.1214 2.5791 0.6239
*
```

The value obtained for the HOMO energy is -0.495 Eh. The calculation puts the gap between HOMO and LUMO at 0.36937 Eh. For the relative energy (zero: lowest compared OMol25 entry of this formula, charge and spin), the calculation gives 71.9 kJ/mol. The value obtained for the strongest force on any atom is 1.2 eV Å⁻¹.


ORCA calculation (ωB97M-V/def2-TZVPD) on a 2-piece molecular cluster, C4H5N3O overall in a non-equilibrium geometry.

Structure (ORCA input):
```
! wB97M-V def2-TZVPD RIJCOSX def2/J DEFGRID3
* xyz 0 1
C 0.9640 -0.5676 -0.4141
C -0.0285 -0.6384 -1.3580
C -1.3100 0.7797 -0.2777
C -0.4631 0.5327 0.8127
H 2.0756 -2.0454 0.4396
H 2.1464 -1.3899 -1.8991
H -0.0207 -1.3478 -2.3296
H -2.1040 1.6931 -0.0866
H -0.7106 0.9926 3.0677
N 2.1229 -1.2378 -0.5221
N -1.0956 0.1144 -1.3545
N 0.7448 0.0029 0.8127
O -1.0958 1.1629 1.9598
*
```

The value obtained for the HOMO energy is -0.311 Eh. The calculation puts the gap between HOMO and LUMO at 0.30941 Eh. For the relative energy (zero: lowest compared OMol25 entry of this formula, charge and spin), the calculation gives 562.5 kJ/mol. The value obtained for the strongest force on any atom is 5.8 eV Å⁻¹.